53
Properties=species:S:1:pos:R:3:forces:R:3 method="wB97M-V/def2-TZVPD" total_charge=-1 gap_ev=9.37 e_tot_ev=-40479.66740 homo_energy_ha=-0.2702 lumo_ev=2.023 largest_force_ev_per_a=3.94 e_above_lowest_ev=0.083
C 0.18528 0.29525 -0.24875 -0.36 -2.80 -2.01
O 0.80628 0.22625 0.78625 2.20 1.19 3.05
O -1.09672 0.59425 -0.15275 -1.63 0.53 -0.65
O 0.62528 -0.12475 -1.33675 -0.67 0.75 -0.50
H -1.27872 0.86225 0.75325 -0.21 0.00 0.59
O -3.73572 -1.04175 1.71525 -1.58 0.41 -1.17
H -3.93572 -0.10075 1.52525 0.34 -0.61 0.10
H -4.33972 -1.48875 1.06625 1.06 0.28 0.83
O 1.00428 -2.78975 -0.87475 0.32 -1.62 -0.41
H 1.06828 -1.85475 -0.87475 0.17 1.60 -0.23
H 0.20628 -2.97275 -0.37175 -0.20 -0.40 0.09
O 0.80128 -0.59175 -3.97675 0.96 -1.71 0.12
H 1.38428 -1.40475 -3.92775 -1.18 1.40 -0.06
H 0.54828 -0.42175 -3.04275 0.10 0.02 -0.46
O -2.51472 -1.60375 -1.53275 -0.63 -0.70 -0.63
H -2.02972 -1.02575 -0.95075 0.66 0.05 0.71
H -1.85972 -2.14275 -2.00475 -0.04 0.24 0.44
O 3.75528 -1.45975 0.96025 -1.01 -0.69 0.91
H 3.69028 -1.05875 0.10625 0.28 0.56 -1.20
H 2.83328 -1.80275 1.03625 1.09 0.02 0.45
O -0.86972 -3.05975 1.00725 0.57 -0.11 -1.53
H -0.22272 -2.42575 1.36625 -0.18 -0.48 0.62
H -1.55772 -3.17675 1.62625 -1.02 0.11 1.04
O -1.84472 0.53725 -3.06875 0.14 0.97 -0.37
H -2.23372 -0.09175 -2.46575 -0.38 -0.41 0.26
H -1.72472 0.02425 -3.86175 0.35 -0.17 -0.57
O 1.25428 -2.05375 2.22225 0.10 0.53 -0.30
H 1.05428 -1.19575 1.79725 0.47 0.06 -0.21
H 0.79928 -1.89375 3.04225 -0.26 -0.26 0.85
O 0.46028 1.31925 3.24325 -0.88 -0.14 0.73
H 1.21928 1.73125 3.64125 0.37 0.27 -0.17
H 0.59428 1.24325 2.29325 0.59 0.01 -0.40
O 0.71028 2.27725 -2.95275 -0.66 0.42 -0.29
H 0.00028 1.68025 -2.68175 -0.09 -0.14 -0.35
H 1.20728 2.41925 -2.14875 0.50 0.00 0.19
O 2.40728 1.95725 -0.78975 -0.62 0.45 0.49
H 1.93028 1.21425 -0.38675 0.24 -0.12 -0.06
H 3.30328 1.65725 -0.77575 1.11 -0.23 -0.28
O -2.72672 2.47925 -1.11375 -2.09 -0.28 1.21
H -2.50772 1.60225 -0.75275 0.38 0.85 -0.77
H -1.95772 2.88325 -1.46475 1.31 0.06 -0.59
O -1.18372 -0.76075 2.79925 1.80 -0.10 1.11
H -0.76472 0.07725 3.10125 -0.57 -0.46 -0.16
H -2.03772 -0.64575 2.43725 -1.27 0.27 -0.50
O 3.33828 -0.50575 -1.63675 0.20 0.94 0.08
H 3.24128 -1.26675 -2.17775 0.32 -1.39 -0.62
H 2.48928 -0.07975 -1.82075 -0.24 0.33 0.22
O 2.49728 2.99425 1.71325 0.13 -0.14 0.49
H 2.33128 2.48025 0.90325 0.09 0.47 -0.10
H 3.18228 2.48225 2.15725 0.01 0.07 0.01
O -2.54072 1.78125 1.90825 -0.58 -2.14 1.62
H -2.75972 2.61725 1.57325 -0.44 2.00 -1.08
H -3.20572 1.60525 2.61225 0.93 0.24 -0.54

8
Properties=species:S:1:pos:R:3:forces:R:3 method="wB97M-V/def2-TZVPD" total_charge=0 gap_ev="7.53 / 9.34" e_tot_ev=-76150.25805 homo_energy_ha="-0.3102 / -0.3437" lumo_ev="-0.910 / -0.013" largest_force_ev_per_a=2.36 e_above_lowest_ev=2.945
C 0.54101 0.86688 0.29028 0.87 -1.03 0.29
N -2.46134 0.20542 -1.03001 -1.96 1.13 -0.64
N -2.00340 1.14742 -0.41343 0.63 1.45 0.44
O -2.03013 -0.68461 -1.67530 0.87 -1.00 0.19
Br 1.21915 0.05941 1.91731 -0.56 0.46 -1.16
H 0.77102 1.90836 0.23020 -0.09 0.43 0.09
H 0.63999 0.27032 -0.62694 -0.10 0.12 0.73
H -2.66852 1.94744 -0.25260 0.34 -1.56 0.06

83
Properties=species:S:1:pos:R:3:forces:R:3 method="wB97M-V/def2-TZVPD" spin_multiplicity=6 total_charge=+2 gap_ev="9.45 / 5.72" e_tot_ev=-169692.41556 homo_energy_ha="-0.4983 / -0.5201" lumo_ev="-4.108 / -8.438" largest_force_ev_per_a=0.81 e_above_lowest_ev=0.777
Ir 0.13531 -1.79225 -0.52041 -0.03 -0.50 -0.25
O 4.19573 -5.70708 -3.54195 0.01 0.09 -0.04
C 3.31034 -4.96612 -2.87987 0.01 0.00 0.01
C 2.44042 -5.46734 -1.90902 -0.02 -0.11 0.05
C 1.56160 -4.60384 -1.29926 -0.02 -0.02 0.03
N 1.50786 -3.29901 -1.59689 -0.13 0.22 0.10
C 2.35135 -2.83616 -2.51537 -0.06 -0.04 0.08
Br 2.20002 -0.99186 -2.84925 0.09 0.09 0.00
C 3.26427 -3.60650 -3.18775 0.10 0.04 -0.11
H 4.15777 -6.63718 -3.29138 -0.02 -0.07 0.04
H 2.44575 -6.51713 -1.64050 -0.02 0.06 -0.01
H 0.86258 -4.94862 -0.54638 0.02 0.03 -0.02
H 3.92680 -3.19037 -3.93347 -0.02 -0.01 0.03
C 2.73608 -4.15641 2.92900 0.09 0.08 -0.12
C 2.02773 -2.85808 3.20043 -0.58 -0.48 0.30
O 2.17702 -2.31600 4.42197 0.03 -0.01 -0.03
P 0.20337 -2.89273 2.75542 0.17 0.18 0.28
O -0.23964 -3.93331 3.84520 -0.14 0.10 -0.01
O -0.45088 -1.53632 3.15070 0.21 -0.48 0.29
O 0.01236 -3.31122 1.34997 -0.06 -0.05 -0.23
P 2.81629 -1.42611 1.89281 0.62 0.19 -0.28
O 2.14173 -0.12984 2.49908 -0.06 0.05 0.01
O 4.23829 -1.58000 2.21620 -0.26 -0.06 0.05
O 2.17909 -1.81648 0.60602 -0.12 0.44 0.15
H 2.28920 -4.94101 3.54616 -0.04 0.02 0.01
H 3.79656 -4.07132 3.16705 0.02 0.02 -0.01
H 2.63195 -4.43521 1.88077 0.01 0.02 0.03
H 2.92469 -2.71488 4.89662 0.09 0.04 0.00
H -1.18418 -3.95340 4.06795 0.12 -0.03 -0.01
H -0.47183 -0.88915 2.39484 -0.14 0.30 -0.24
H 2.66535 0.25611 3.22017 -0.07 -0.09 -0.07
C -1.12325 4.16934 2.86877 0.07 0.01 -0.08
C -1.06273 2.66152 2.79277 -0.16 0.09 0.13
C -0.79902 2.00732 4.12939 0.09 -0.02 -0.04
O 0.04156 2.32466 1.87464 0.07 -0.20 0.09
P -0.09183 1.32780 0.68463 -0.09 0.37 -0.31
O -0.55831 -0.06256 1.04393 0.24 -0.05 -0.04
C -1.27206 2.04834 -0.49233 0.11 -0.27 0.04
P -1.90796 0.72201 -1.55664 0.00 0.10 0.06
O -0.73802 -0.15408 -1.89750 -0.19 -0.25 0.23
O -2.64960 1.34679 -2.76694 0.07 0.09 -0.17
C -2.16290 2.15937 -3.90268 0.14 0.12 -0.02
C -2.57461 3.59171 -3.65181 -0.02 -0.02 0.06
C -0.67761 1.98795 -4.14713 -0.03 -0.10 0.10
O -3.00790 -0.04235 -0.76585 0.11 0.02 -0.03
C -4.45002 0.22573 -0.59547 -0.17 0.08 -0.04
C -4.69773 1.66413 -0.18830 0.13 -0.02 -0.04
C -5.21971 -0.19531 -1.82975 0.14 -0.03 -0.02
O 1.30437 1.22592 0.02083 -0.10 0.16 0.06
C 2.30485 2.20512 -0.46052 0.10 0.05 0.01
C 3.64144 1.71488 0.04837 -0.03 -0.08 0.05
C 2.02060 3.63725 -0.05337 -0.12 -0.14 0.04
H -1.91711 4.47166 3.55190 0.02 0.00 -0.02
H -1.32085 4.60950 1.88945 0.00 -0.01 0.05
H -0.17550 4.56223 3.24246 -0.06 0.00 0.00
H -1.99181 2.26981 2.36653 0.03 -0.06 -0.06
H 0.12943 2.39172 4.55726 -0.04 -0.03 -0.01
H -0.73416 0.92198 4.04572 0.00 0.04 0.00
H -1.61419 2.25094 4.81112 0.01 -0.02 0.01
H -0.74011 2.77747 -1.10709 -0.03 0.01 0.01
H -2.08992 2.55808 0.02019 0.06 -0.01 0.01
H -2.71524 1.75973 -4.74892 -0.07 -0.09 0.01
H -2.03007 4.01258 -2.80139 -0.03 0.01 -0.06
H -3.64468 3.65756 -3.45479 0.03 0.02 -0.01
H -2.35191 4.19418 -4.53332 0.00 -0.01 0.04
H -0.08459 2.43595 -3.34286 -0.01 -0.02 -0.05
H -0.41604 2.49429 -5.07569 -0.01 0.03 0.01
H -0.41120 0.93563 -4.23910 0.01 0.04 -0.02
H -4.70432 -0.43388 0.23076 0.04 -0.04 0.05
H -4.38878 2.35359 -0.97852 -0.05 -0.01 0.04
H -4.17666 1.90973 0.74053 -0.05 -0.01 -0.04
H -5.76441 1.80811 -0.01943 0.01 -0.01 0.01
H -5.01406 0.46708 -2.66957 -0.03 -0.01 0.02
H -6.28749 -0.16089 -1.60967 0.03 0.00 0.00
H -4.96281 -1.21622 -2.11548 -0.02 0.03 0.02
H 2.26222 2.10837 -1.54422 -0.05 -0.04 -0.08
H 3.72806 1.88805 1.12376 0.02 0.01 -0.07
H 4.44288 2.25469 -0.45621 0.00 -0.01 0.04
H 3.76568 0.64861 -0.15165 0.01 0.06 -0.05
H 1.98873 3.73553 1.03032 0.01 0.03 0.00
H 1.09000 4.02361 -0.47398 0.02 -0.03 0.03
H 2.83191 4.25965 -0.42929 0.00 0.00 -0.03
I -1.87560 -3.24603 -1.34272 -0.03 0.17 0.06